The following is a DFT calculation (ωB97M-V with the def2-TZVPD basis set) of a 12-piece molecular cluster, C12H48N24O12 overall in a non-equilibrium geometry.

Last column: Mulliken charge in e.
Element x y z (Å)
N1 4.049 35.102 18.039  -0.41
C1 3.901 34.603 16.855  0.67
N2 2.681 34.632 16.514  -0.37
O1 4.819 34.139 16.264  -0.66
H1 5.005 35.030 18.356  0.23
H2 3.255 35.298 18.633  0.16
H3 2.461 34.496 15.538  0.21
H4 1.931 34.874 17.146  0.17
N3 9.517 33.697 22.814  -0.39
C2 9.518 33.602 21.477  0.66
N4 9.331 32.332 21.148  -0.38
O2 9.713 34.537 20.758  -0.62
H5 9.782 34.580 23.227  0.21
H6 9.304 32.849 23.320  0.15
H7 9.302 32.136 20.157  0.21
H8 9.139 31.610 21.827  0.16
N5 7.265 27.987 15.659  -0.39
C3 8.572 28.034 15.696  0.68
N6 9.046 26.880 15.494  -0.39
O3 9.307 29.023 15.881  -0.69
H9 6.837 27.074 15.610  0.15
H10 6.728 28.782 15.975  0.23
H11 10.050 26.982 15.499  0.24
H12 8.381 26.131 15.362  0.17
N7 -4.451 39.930 16.667  -0.40
C4 -4.465 38.678 16.361  0.69
N8 -4.309 38.003 17.426  -0.37
O4 -4.639 38.174 15.252  -0.69
H13 -4.576 40.547 15.877  0.22
H14 -4.183 40.271 17.579  0.17
H15 -4.227 37.004 17.303  0.22
H16 -4.257 38.467 18.322  0.15
N9 0.102 34.689 24.463  -0.39
C5 -0.486 35.725 23.887  0.61
N10 -1.601 36.003 24.494  -0.42
O5 -0.113 36.187 22.856  -0.63
H17 -0.230 34.457 25.388  0.16
H18 0.984 34.388 24.074  0.22
H19 -2.025 36.805 24.051  0.24
H20 -1.687 35.778 25.475  0.20
N11 8.134 39.408 16.464  -0.39
C6 8.139 40.428 15.642  0.63
N12 8.354 41.539 16.233  -0.38
O6 7.896 40.331 14.478  -0.66
H21 8.518 39.496 17.394  0.17
H22 7.986 38.487 16.076  0.21
H23 8.338 41.472 17.240  0.18
H24 8.157 42.376 15.704  0.24
N13 2.729 29.929 20.336  -0.38
C7 3.731 29.834 21.233  0.65
N14 4.340 28.712 20.995  -0.35
O7 4.082 30.717 21.996  -0.64
H25 2.201 30.790 20.306  0.20
H26 2.437 29.174 19.733  0.16
H27 4.038 28.095 20.255  0.15
H28 5.225 28.416 21.382  0.21
N15 9.470 33.108 11.675  -0.37
C8 9.407 34.230 11.004  0.67
N16 8.846 35.047 11.819  -0.37
O8 9.793 34.518 9.892  -0.65
H29 9.886 32.326 11.190  0.20
H30 9.133 33.093 12.627  0.17
H31 8.653 36.003 11.555  0.20
H32 8.342 34.615 12.579  0.15
N17 6.899 42.224 21.830  -0.38
C9 7.302 40.973 21.813  0.64
N18 6.305 40.111 21.676  -0.40
O9 8.490 40.708 21.608  -0.66
H33 7.456 43.007 22.140  0.21
H34 5.921 42.444 21.701  0.16
H35 6.576 39.139 21.641  0.24
H36 5.378 40.413 21.940  0.20
N19 2.039 42.879 17.262  -0.36
C10 1.931 42.246 18.323  0.68
N20 1.567 40.991 18.188  -0.38
O10 2.093 42.801 19.398  -0.70
H37 1.820 42.453 16.373  0.17
H38 2.583 43.728 17.328  0.23
H39 1.222 40.375 18.910  0.20
H40 1.737 40.623 17.263  0.16
N21 2.522 38.797 11.246  -0.38
C11 1.418 39.259 11.711  0.66
N22 0.548 38.292 11.616  -0.37
O11 1.276 40.337 12.186  -0.63
H41 2.558 37.871 10.843  0.17
H42 3.333 39.213 11.682  0.22
H43 0.833 37.459 11.121  0.13
H44 -0.379 38.386 12.005  0.21
N23 -2.259 30.216 15.256  -0.39
C12 -2.676 31.383 15.645  0.66
N24 -2.926 32.090 14.623  -0.35
O12 -2.863 31.694 16.825  -0.68
H45 -2.062 29.986 14.292  0.16
H46 -1.876 29.590 15.951  0.22
H47 -3.320 33.006 14.781  0.22
H48 -2.786 31.742 13.685  0.16

HOMO = -9.42 eV
Charge = 0
Relative energy (zero: lowest compared OMol25 entry of this formula, charge and spin) = 1099.2 kJ/mol
SMILES string = NC(N)=O.NC(N)=O.NC(N)=O.NC(N)=O.NC(N)=O.NC(N)=O.NC(N)=O.NC(N)=O.NC(N)=O.NC(N)=O.NC(N)=O.NC(N)=O
E = -2703.24231 Ha